No. 1
Formula: C12H14F5N2SV
Source: the Open Molecules 2025 dataset
Level of theory: ωB97M-V with the def2-TZVPD basis set

The HOMO-LUMO gap (spin up / spin down) is 0.3160 / 0.3259 Eh. The maximum force is 0.20 eV/Å. As for the charge: +1. Its spin multiplicity is 4.

Positions of all 35 atoms, in Å:
V1 -0.3664 0.4459 0.3352
C1 1.1888 -0.7359 -1.9637
C2 0.1322 -1.7514 -1.5437
N1 -1.0822 -1.1092 -0.9924
C3 -2.0809 -0.6151 -1.9612
C4 -1.6836 0.6654 -2.6870
S1 -1.0229 1.9749 -1.5841
C5 0.6529 2.2522 -2.2596
C6 1.7731 1.6167 -1.4358
N2 1.4061 0.2851 -0.9095
H1 2.1158 -1.2633 -2.1969
H2 0.8889 -0.2281 -2.8767
H3 -0.1086 -2.3960 -2.3948
H4 0.5352 -2.3856 -0.7527
H5 -1.5431 -1.8052 -0.4123
H6 -2.3091 -1.3779 -2.7135
H7 -2.9973 -0.4337 -1.3977
H8 -0.9443 0.4841 -3.4632
H9 -2.5645 1.0757 -3.1778
H10 0.6412 1.9081 -3.2921
H11 0.8006 3.3301 -2.2930
H12 2.6798 1.5688 -2.0467
H13 1.9935 2.2476 -0.5733
H14 2.1625 -0.0290 -0.3070
F1 -0.7946 -2.7149 2.5395
C7 -0.4136 -1.5388 3.0727
C8 -0.1487 -0.4687 2.2422
C9 0.2105 0.6803 2.8947
F2 0.4372 1.7793 2.0336
C10 0.3426 0.8669 4.2522
F3 0.6937 2.0278 4.7911
C11 0.0785 -0.2464 5.0386
F4 0.1827 -0.1652 6.3564
C12 -0.3013 -1.4490 4.4504
F5 -0.5547 -2.4960 5.2284

Atoms 1-6, force components in eV/Å:
0.03 0.09 0.05
-0.01 -0.05 -0.03
0.06 -0.01 -0.06
0.02 0.05 0.13
-0.04 -0.02 -0.07
0.02 0.01 0.00

***

No. 2
Formula: C12H14N2O3S
Source: the Open Molecules 2025 dataset
Level of theory: ωB97M-V with the def2-TZVPD basis set

The HOMO-LUMO gap is 0.3283 Eh. The maximum force is 0.60 eV/Å. As for the charge: 0. As for the relative energy (zero: lowest compared OMol25 entry of this formula, charge and spin): 7.3 kcal/mol. As for the SMILES: COCCNC(=O)c1ccc2c(c1)NC(=O)CS2. Its spin multiplicity is 1.

Positions of all 32 atoms, in Å:
C1 0.1353 4.0730 0.1531
H1 -0.2842 3.6722 -0.7787
O1 1.4245 4.6029 -0.0610
C2 2.3342 3.7213 -0.6585
C3 2.7328 2.5138 0.2191
N1 2.0195 1.3041 -0.1169
C4 1.0778 0.7486 0.6807
O2 0.7448 1.2358 1.7452
C5 0.4556 -0.5028 0.1566
C6 -0.8359 -0.7915 0.5804
C7 -1.4936 -1.9387 0.1599
C8 -0.8245 -2.8278 -0.6882
C9 0.4709 -2.5471 -1.1028
C10 1.1094 -1.3942 -0.6914
H2 2.1269 -1.2186 -1.0060
H3 0.9679 -3.2483 -1.7548
S1 -1.6306 -4.2854 -1.2594
C11 -2.7102 -4.5439 0.1785
C12 -3.5206 -3.3100 0.5146
O3 -4.6969 -3.3494 0.7876
N2 -2.8160 -2.1473 0.5427
H4 -3.3161 -1.3414 0.8971
H5 -3.3787 -5.3689 -0.0597
H6 -2.0828 -4.8145 1.0316
H7 -1.3277 -0.0973 1.2460
H8 2.1884 0.9105 -1.0284
H9 2.5133 2.7406 1.2647
H10 3.8053 2.3277 0.1125
H11 1.9362 3.3522 -1.6190
H12 3.2170 4.3329 -0.8578
H13 -0.4778 4.9033 0.4971
H14 0.1361 3.2881 0.9152

Atoms 1-6, force components in eV/Å:
-0.08 -0.04 0.06
-0.01 0.01 -0.01
0.07 0.14 0.03
0.18 -0.09 0.11
-0.03 0.36 -0.06
0.13 -0.08 -0.21

***

No. 3
Formula: C12H14N2O5
Source: the Open Molecules 2025 dataset
Level of theory: ωB97M-V with the def2-TZVPD basis set

The HOMO-LUMO gap is 0.3090 Eh. The maximum force is 0.66 eV/Å. As for the charge: 0. As for the relative energy (zero: lowest compared OMol25 entry of this formula, charge and spin): 1.9 kcal/mol. As for the SMILES: C[C@H](NC(=O)Nc1ccc2c(c1)OCCO2)C(=O)O. Its spin multiplicity is 1.

Positions of all 33 atoms, in Å:
C1 -1.0054 -1.1057 -5.2177
H1 -1.2637 -0.6419 -6.1657
H2 -1.8836 -1.6062 -4.8173
H3 -0.2216 -1.8399 -5.3925
C2 -0.5228 -0.0415 -4.2369
N1 -0.2111 -0.6426 -2.9579
C3 -0.1889 0.1411 -1.8397
O1 -0.5288 1.3059 -1.8839
N2 0.2238 -0.5271 -0.7157
C4 0.3338 -0.0397 0.5909
C5 0.7369 -0.9322 1.5776
C6 0.8794 -0.5169 2.8929
C7 0.6359 0.8171 3.2282
C8 0.2140 1.6968 2.2403
C9 0.0568 1.2808 0.9340
H4 -0.2682 1.9709 0.1752
H5 0.0167 2.7189 2.5198
O2 0.8060 1.2896 4.5086
C10 1.5555 0.4177 5.3222
C11 1.0580 -1.0176 5.1546
H6 1.6126 -1.7080 5.7919
O3 1.2566 -1.4503 3.8270
H7 -0.0108 -1.0596 5.4061
H8 1.4287 0.7636 6.3490
H9 2.6182 0.4644 5.0452
H10 0.9443 -1.9666 1.3484
H11 0.4486 -1.5063 -0.8146
H12 0.1605 -1.5780 -2.9603
C12 -1.6213 1.0076 -4.0509
O4 -1.6048 2.0939 -4.5559
O5 -2.6762 0.5127 -3.3956
H13 -3.3317 1.2140 -3.2614
H14 0.3526 0.4850 -4.6459

Atoms 1-6, force components in eV/Å:
0.05 0.13 0.16
0.01 0.01 -0.10
-0.05 -0.06 0.01
0.06 -0.08 -0.05
-0.04 0.25 0.09
0.00 -0.27 -0.40

***

No. 4
Formula: C12H14N2S
Source: the Open Molecules 2025 dataset
Level of theory: ωB97M-V with the def2-TZVPD basis set

The HOMO-LUMO gap is 0.2841 Eh. The maximum force is 5.05 eV/Å. As for the charge: 0. As for the relative energy (zero: lowest compared OMol25 entry of this formula, charge and spin): 58.7 kcal/mol. As for the SMILES: C=CCC(=S)c1ccc[nH]1.c1cc[nH]c1. Its spin multiplicity is 1.

Positions of all 29 atoms, in Å:
C1 1.1902 -2.5235 -0.4758
C2 -3.0841 -1.6503 -0.5457
C3 1.8930 -1.3203 -0.5303
C4 -1.9284 -1.0887 -1.2405
C5 0.4059 -2.5157 0.6734
C6 -3.3341 -0.7768 0.4460
C7 1.5933 -0.5510 0.6353
C8 -1.6756 0.1455 -0.6636
C9 1.6844 2.3644 -0.6599
C10 2.5879 1.8054 0.3871
C11 0.6938 3.2348 -0.4299
C12 1.7490 0.8190 1.0727
N1 0.6686 -1.2955 1.3278
N2 -2.5983 0.3075 0.3511
S1 0.8958 1.4683 2.3125
H1 1.1047 -3.1987 -1.2793
H2 -3.7192 -2.4929 -0.6679
H3 2.5395 -1.0077 -1.2981
H4 -1.3818 -1.6393 -1.9781
H5 -0.3257 -3.2381 0.8975
H6 -3.9733 -0.9781 1.2935
H7 1.8922 2.1794 -1.7127
H8 -1.0636 0.9336 -0.9542
H9 3.3680 1.2139 -0.2365
H10 3.0427 2.5905 0.9607
H11 0.3626 3.4655 0.5721
H12 0.1364 3.6430 -1.2558
H13 0.1125 -1.0762 2.0772
H14 -2.8362 1.1822 0.9213

Atoms 1-6, force components in eV/Å:
-0.48 1.00 0.87
1.74 0.63 -0.44
-0.16 0.95 1.79
-1.27 -0.22 0.67
2.02 2.77 -0.74
-2.45 -1.40 1.30

***

No. 5
Formula: C12H14N5PtS2Se
Source: the Open Molecules 2025 dataset
Level of theory: ωB97M-V with the def2-TZVPD basis set

The HOMO-LUMO gap (spin up / spin down) is 0.1462 / 0.1441 Eh. The maximum force is 0.23 eV/Å. As for the charge: +1. As for the relative energy (zero: lowest compared OMol25 entry of this formula, charge and spin): 0.0 kcal/mol. Its spin multiplicity is 1.

Positions of all 35 atoms, in Å:
Pt1 -0.2282 -1.3167 1.6793
S1 -0.7091 0.8505 1.6077
C1 -1.0591 1.2958 3.1775
C2 -1.4073 2.6442 3.4877
C3 -1.6922 2.9787 4.7681
C4 -1.6457 2.0017 5.8167
C5 -1.3167 0.7124 5.5639
C6 -1.0165 0.3143 4.2284
S2 -0.6143 -1.2731 3.8966
H1 -1.4377 3.3759 2.6917
H2 -1.9588 3.9979 5.0116
H3 -1.8796 2.3068 6.8275
H4 -1.2791 -0.0267 6.3528
Se1 0.7575 -6.0579 2.1055
C7 0.4137 -4.3663 1.9159
N1 0.1850 -3.2172 1.7870
C8 1.5317 1.4061 -3.3910
C9 1.1513 0.2218 -4.2744
C10 -0.3176 0.2767 -4.6821
C11 1.5149 -1.1139 -3.6231
N2 0.7807 -1.3564 -2.3755
C12 1.0538 -0.9747 -1.1361
N3 0.0663 -1.3987 -0.3750
N4 -0.8193 -2.0369 -1.1739
N5 -0.3931 -2.0106 -2.3714
H5 1.3745 2.3417 -3.9261
H6 2.5809 1.3702 -3.0887
H7 0.9091 1.4489 -2.4925
H8 1.7651 0.2573 -5.1786
H9 -0.9748 0.2699 -3.8098
H10 -0.5928 -0.5681 -5.3143
H11 -0.5185 1.1930 -5.2362
H12 2.5752 -1.1579 -3.3770
H13 1.2704 -1.9517 -4.2727
H14 1.9303 -0.4367 -0.8192

Atoms 1-6, force components in eV/Å:
-0.09 -0.03 -0.05
-0.01 -0.04 0.08
0.01 0.02 -0.08
-0.01 0.01 0.02
0.01 0.00 -0.01
0.00 0.00 -0.02

***

No. 6
Formula: C12H14O11
Source: the Open Molecules 2025 dataset
Level of theory: ωB97M-V with the def2-TZVPD basis set

The HOMO-LUMO gap is 0.1890 Eh. The maximum force is 19.37 eV/Å. As for the charge: 0. Its spin multiplicity is 1.

Positions of all 37 atoms, in Å:
C1 -1.5461 3.7670 -1.1843
C2 -1.4119 2.5567 -0.6488
C3 -0.9102 1.3583 -1.3131
O1 -0.9055 0.2115 -0.8985
C4 -0.4662 1.6674 -2.6621
C5 -0.4517 2.9285 -3.1929
C6 -0.9972 4.1123 -2.5172
O2 -0.9394 5.2593 -3.0074
O3 0.0937 3.1823 -4.4199
O4 -1.9604 2.3952 0.6133
H1 -2.0339 4.5737 -0.6574
H2 0.1097 0.9323 -3.2046
H3 0.1024 4.1227 -4.6127
H4 -1.6442 1.5468 0.9325
C7 1.3730 -2.9153 2.7138
C8 1.4618 -1.8247 1.8917
C9 1.5541 -2.0116 0.4252
O5 1.8661 -1.0686 -0.3856
C10 1.3540 -3.3791 -0.0772
C11 1.2776 -4.4099 0.7199
C12 1.2100 -4.3216 2.2417
O6 1.1105 -5.2975 2.9860
O7 1.2270 -5.7040 0.2801
O8 1.4561 -0.4878 2.3395
H5 1.4406 -2.7276 3.7752
H6 1.1939 -3.5054 -1.1378
H7 1.0240 -6.2530 1.0410
H8 1.4227 0.1816 1.6522
O9 1.5462 0.7545 0.8952
H9 1.6036 1.6550 1.2144
H10 0.6069 0.5831 0.8279
O10 -0.3504 -0.0743 0.8049
H11 -1.2622 -0.0470 1.0950
H12 -0.3970 0.0409 -0.1441
O11 -2.2134 0.6173 1.1832
H13 -2.5595 1.4035 1.6054
H14 -2.9847 0.1776 0.8256

Atoms 1-6, force components in eV/Å:
0.39 1.32 -1.43
-2.23 0.86 3.36
0.49 1.69 -4.00
-8.84 3.28 -16.91
1.31 1.00 -0.64
1.00 -0.54 -1.95

***

No. 7
Formula: C12H14O2
Source: the Open Molecules 2025 dataset
Level of theory: ωB97M-V with the def2-TZVPD basis set

The HOMO-LUMO gap (spin up / spin down) is 0.2336 / 0.2122 Eh. The maximum force is 4.92 eV/Å. As for the charge: 0. As for the relative energy (zero: lowest compared OMol25 entry of this formula, charge and spin): 0.0 kcal/mol. Its spin multiplicity is 3.

Positions of all 28 atoms, in Å:
C1 3.4458 -0.3684 -0.2020
C2 2.6735 -0.0463 -1.2682
C3 2.8467 -0.7299 1.0424
C4 1.3254 0.3202 -1.0379
C5 1.4766 -0.6187 1.2531
C6 0.7449 0.0679 0.2303
C7 -1.2498 -2.7685 -0.4316
C8 -1.3682 -3.6193 0.5515
C9 -0.6594 0.2854 0.5224
C10 -2.8412 1.3883 -0.1695
C11 -0.6089 2.5608 -0.1940
C12 -1.3181 1.2265 -0.4196
O1 -1.0021 -1.9918 -1.2580
O2 -1.2174 -0.3180 1.4002
H1 4.5739 -0.4522 -0.3625
H2 3.1988 0.1161 -2.1860
H3 3.3999 -1.1409 1.8048
H4 0.8894 0.6353 -1.9322
H5 0.8403 -0.7815 2.1663
H6 -2.3418 -3.8395 1.0456
H7 -0.3686 -3.8211 1.1221
H8 -3.3883 2.1746 -0.7299
H9 -3.0227 1.6313 0.8313
H10 -3.2431 0.3913 -0.1369
H11 -0.6705 3.1294 -1.0394
H12 0.3167 2.4897 0.2083
H13 -1.0834 3.0401 0.7080
H14 -1.3483 1.0390 -1.5186

Atoms 1-6, force components in eV/Å:
3.02 -1.11 0.52
-2.24 1.91 0.27
-3.59 0.24 0.37
4.19 -1.11 -2.32
1.86 0.02 0.26
-2.78 -0.30 1.87

***

No. 8
Formula: C12H15B3F21O6Sn
Source: the Open Molecules 2025 dataset
Level of theory: ωB97M-V with the def2-TZVPD basis set

The HOMO-LUMO gap is 0.3127 Eh. The maximum force is 2.30 eV/Å. As for the charge: -1. As for the relative energy (zero: lowest compared OMol25 entry of this formula, charge and spin): 0.0 kcal/mol. Its spin multiplicity is 1.

Positions of all 58 atoms, in Å:
Sn1 -1.7148 0.4963 -3.3807
B1 -0.3793 -1.9777 -5.0490
F1 0.3938 -2.8347 -5.8335
F2 -1.5372 -1.6074 -5.7675
F3 -0.6923 -2.5298 -3.8137
F4 0.3767 -0.8100 -4.8225
B2 0.8888 -0.2235 -1.3489
F5 1.1900 -0.4898 -0.0077
F6 -0.0786 -1.1700 -1.7614
F7 0.3371 1.0440 -1.5344
F8 2.0213 -0.3646 -2.1525
B3 -2.9934 3.2727 -2.6360
F9 -1.7785 2.7715 -2.1383
F10 -2.8414 3.5855 -3.9771
F11 -3.9258 2.2142 -2.4889
F12 -3.4037 4.4100 -1.9273
C1 4.0773 3.1518 -0.3610
C2 3.3226 1.8850 0.0402
O1 3.5674 1.6569 1.4400
C3 2.5174 1.6412 2.2583
O2 1.3915 1.9166 1.9885
C4 2.9539 1.4504 3.7300
F13 2.1645 2.1446 4.5324
F14 2.8007 0.1345 4.0014
F15 4.2031 1.8050 3.9778
H1 3.8641 4.0138 0.2677
H2 3.8257 3.3929 -1.3941
H3 5.1359 2.8940 -0.3232
H4 3.7368 1.0173 -0.4719
H5 2.2690 1.8997 -0.2273
C5 2.6170 -2.9736 2.8502
C6 2.2972 -3.1409 1.3631
O3 0.9259 -3.5088 1.2899
C7 0.3847 -4.0102 0.2162
O4 1.0166 -4.3843 -0.7354
C8 -1.1749 -3.9729 0.2646
F16 -1.6206 -3.5634 -0.9108
F17 -1.6802 -5.1923 0.4813
F18 -1.5987 -3.1457 1.2229
H6 2.4849 -3.8787 3.4470
H7 2.1507 -2.1109 3.3148
H8 3.7051 -2.9156 2.9649
H9 3.0121 -3.8528 0.9421
H10 2.4926 -2.2887 0.7124
C9 -1.7881 2.4294 1.9162
C10 -2.2135 1.5571 0.7509
O5 -3.4895 0.9054 0.9487
C11 -4.0406 0.1652 0.0232
O6 -3.5020 -0.3230 -0.9314
C12 -5.4817 -0.2335 0.4319
F19 -5.4422 -1.2739 1.2548
F20 -6.1037 0.7848 0.9960
F21 -6.1500 -0.6366 -0.6611
H11 -0.8756 2.9427 1.6113
H12 -1.3243 1.7972 2.6797
H13 -2.5860 3.0359 2.3332
H14 -1.4282 0.8266 0.5494
H15 -2.2800 2.1712 -0.1451

Atoms 1-6, force components in eV/Å:
1.23 -0.69 1.29
0.93 -1.33 -0.83
-0.29 0.03 0.20
-0.56 0.49 0.46
-0.68 0.16 -0.16
-0.37 1.53 0.60